No. 1
Molecular formula: C5H15CuO2P
Method: DFT, ωB97M-V/def2-TZVPD

Structure (ORCA input):
```
! wB97M-V def2-TZVPD RIJCOSX def2/J DEFGRID3
* xyz 1 1
C 1.294 -2.011 -0.051
C 2.640 -1.274 0.166
O 2.529 0.102 0.482
C 1.803 0.820 -0.476
P 0.064 1.186 0.296
C -1.700 1.425 1.018
O -2.691 1.333 -0.004
C -2.981 -0.049 -0.259
H 1.539 -3.001 -0.452
H 0.789 -2.133 0.914
H 0.629 -1.540 -0.785
H 3.115 -1.739 1.035
H 3.307 -1.470 -0.684
H 1.715 0.290 -1.438
H 2.252 1.804 -0.680
H 0.386 0.315 1.397
H 0.307 2.591 0.282
H -0.530 0.591 -0.930
H -1.738 2.416 1.492
H -1.955 0.691 1.799
H -3.893 -0.401 0.231
H -3.052 -0.120 -1.377
H -2.153 -0.648 0.137
Cu -1.678 0.824 -2.111
*
```

Frontier orbital gap, Ha: 0.2602
Maximum force, eV/Å: 1.418
LUMO energy, eV: -5.33
E_tot, eV: -63439.67284
Molar mass, g mol⁻¹: 201.69

Atom charges from the Löwdin analysis, given in e for atoms 1 to 4: -0.084, -0.254, -0.209, -0.379

---

No. 2
Molecular formula: C9H14
Method: DFT, ωB97M-V/def2-TZVPD

Structure (ORCA input):
```
! wB97M-V def2-TZVPD RIJCOSX def2/J DEFGRID3
* xyz 0 1
C -0.598 -1.943 1.549
C -1.124 -0.807 0.720
C -1.402 0.437 1.328
C -1.652 1.516 0.534
C -1.911 1.361 -0.839
C -1.756 0.124 -1.402
C -1.408 -0.997 -0.629
H -1.094 -2.003 2.526
H 0.475 -1.798 1.671
H -0.808 -2.972 1.242
H -1.202 0.599 2.380
H -1.705 2.505 0.973
H -2.190 2.230 -1.419
H -1.879 -0.045 -2.467
H -1.187 -1.941 -1.105
C 2.894 0.705 -1.167
C 1.941 0.246 -0.031
H 2.919 1.782 -1.286
H 3.897 0.287 -1.037
H 2.622 0.208 -2.103
H 1.674 -0.796 -0.168
H 1.051 0.853 -0.181
H 2.444 0.451 0.909
*
```

Frontier orbital gap, Ha: 0.3697
Maximum force, eV/Å: 1.875
ΔE to the lowest compared entry with this formula, charge and spin, kcal per mole: 11.1
LUMO energy, eV: 1.03
E_tot, eV: -9559.70148
Molar mass, g mol⁻¹: 122.21

Atom charges from the Löwdin analysis, given in e for atoms 1 to 4: -0.063, -0.299, -0.064, -0.105

---

No. 3
Molecular formula: C10H22N3
Method: DFT, ωB97M-V/def2-TZVPD

Structure (ORCA input):
```
! wB97M-V def2-TZVPD RIJCOSX def2/J DEFGRID3
* xyz 1 1
C -2.438 -2.493 -1.698
C -1.684 -1.713 -1.208
C -3.297 -3.571 -2.198
C 0.714 1.450 -1.809
C 1.032 -0.930 -1.960
C -2.870 0.515 0.432
C -0.849 1.757 0.907
C 2.105 0.386 3.049
C 3.248 1.095 1.049
C -0.828 -0.052 -0.707
N 0.227 0.211 -1.399
N -1.468 0.685 0.174
N 2.208 1.390 2.044
H -4.321 -3.481 -1.858
H -3.337 -3.384 -3.306
H -3.023 -4.585 -2.035
H 0.666 2.326 -1.069
H 1.776 1.428 -2.021
H 0.091 2.099 -2.544
H 1.984 -0.943 -1.337
H 0.417 -1.890 -1.792
H 1.182 -0.602 -2.998
H -3.351 1.158 -0.240
H -3.201 -0.525 0.307
H -3.104 0.987 1.444
H 0.305 1.572 1.059
H -0.760 2.768 0.419
H -1.265 2.015 1.896
H 1.003 0.203 3.216
H 2.487 -0.468 2.519
H 2.484 0.570 4.018
H 4.161 0.895 1.547
H 2.862 0.190 0.687
H 3.474 2.017 0.478
H 2.371 2.308 2.369
*
```

Frontier orbital gap, Ha: 0.3188
Maximum force, eV/Å: 6.712
ΔE to the lowest compared entry with this formula, charge and spin, kcal per mole: 164.7
LUMO energy, eV: -3.01
E_tot, eV: -15184.64880
Molar mass, g mol⁻¹: 184.31

Atom charges from the Löwdin analysis, given in e for atoms 1 to 4: -0.136, 0.101, -0.077, -0.075

---

No. 4
Molecular formula: C16H16F3N2O5S
Method: DFT, ωB97M-V/def2-TZVPD

Structure (ORCA input):
```
! wB97M-V def2-TZVPD RIJCOSX def2/J DEFGRID3
* xyz -1 1
C 0.212 3.048 -1.450
C 0.428 1.772 -2.313
C -0.110 0.548 -1.630
C 0.670 0.019 -0.590
N 1.892 0.595 -0.245
C 2.847 -0.208 0.047
C 3.303 -1.333 -0.859
C 3.571 -0.090 1.348
C 0.197 -1.092 0.121
C -0.998 -1.688 -0.210
C -1.792 -1.183 -1.258
C -1.334 -0.055 -1.962
N -2.120 0.491 -2.990
C -3.052 -1.851 -1.551
O -3.694 -1.732 -2.584
C -3.578 -2.786 -0.518
C -2.832 -3.290 0.457
C -1.416 -2.891 0.578
O -0.628 -3.468 1.286
H -0.625 2.863 -0.783
H 1.102 3.334 -0.903
H -0.085 3.879 -2.091
H -0.024 1.970 -3.284
H 1.492 1.638 -2.503
H 3.033 -2.279 -0.382
H 4.377 -1.281 -1.010
H 2.731 -1.284 -1.783
H 3.291 -0.999 1.891
H 3.214 0.752 1.935
H 4.657 -0.121 1.240
H 0.735 -1.524 0.953
H -2.624 -0.249 -3.467
H -1.547 0.934 -3.694
H -4.621 -3.064 -0.594
H -3.221 -3.993 1.182
C -1.022 1.242 3.638
F -0.758 0.079 3.016
F -2.257 1.620 3.264
F -1.086 0.973 4.956
S 0.253 2.515 3.238
O 0.137 2.628 1.801
O 1.474 1.895 3.714
O -0.194 3.665 3.991
*
```

Frontier orbital gap, Ha: 0.2549
Maximum force, eV/Å: 2.179
LUMO energy, eV: 1.36
E_tot, eV: -49058.83977
Molar mass, g mol⁻¹: 405.37

Atom charges from the Löwdin analysis, given in e for atoms 1 to 4: -0.076, -0.189, -0.115, -0.201

---

| no. | HOMO level (eV) |
| --- | --- |
| 1 | -12.41 |
| 2 | -9.03 |
| 3 | -11.69 |
| 4 | -5.58 |